Entry 1:
{
  "formula": "C36H35BrF4MgNO2P2S3",
  "method": "ωB97M-V with the def2-TZVPD basis set",
  "symbols": ["Mg", "F", "C", "C", "F", "C", "F", "C", "P", "C", "C", "C", "C", "C", "C", "C", "C", "C", "C", "C", "C", "C", "Br", "C", "F", "H", "H", "H", "H", "H", "H", "H", "H", "H", "H", "C", "C", "C", "O", "P", "S", "S", "O", "C", "C", "C", "H", "H", "H", "H", "H", "H", "H", "H", "H", "H", "H", "H", "H", "H", "N", "S", "C", "C", "C", "C", "C", "C", "C", "C", "C", "C", "C", "C", "H", "H", "H", "H", "H", "H", "H", "H", "H", "H", "H"],
  "coordinates": [[-0.187, -0.086, -0.079], [4.258, -1.537, 5.520], [3.767, -1.488, 4.295], [4.612, -1.587, 3.204], [5.915, -1.736, 3.382], [4.077, -1.536, 1.928], [4.927, -1.657, 0.909], [2.719, -1.363, 1.691], [2.096, -1.309, -0.030], [2.399, -2.983, -0.648], [3.576, -3.382, -1.274], [3.722, -4.700, -1.679], [2.705, -5.619, -1.453], [1.531, -5.222, -0.829], [1.371, -3.903, -0.435], [3.203, -0.185, -0.937], [3.889, 0.862, -0.331], [4.652, 1.728, -1.099], [4.737, 1.554, -2.473], [4.036, 0.525, -3.086], [3.262, -0.335, -2.323], [1.881, -1.294, 2.813], [-0.013, -1.236, 2.715], [2.401, -1.352, 4.094], [1.613, -1.296, 5.161], [4.375, -2.673, -1.442], [4.635, -5.013, -2.168], [2.829, -6.647, -1.767], [0.738, -5.939, -0.655], [0.449, -3.579, 0.036], [3.835, 1.011, 0.740], [5.192, 2.534, -0.619], [5.344, 2.225, -3.068], [4.092, 0.392, -4.159], [2.725, -1.143, -2.807], [-0.913, 4.829, 2.293], [-2.092, 4.580, 1.376], [-2.422, 5.761, 0.488], [-1.931, 3.386, 0.542], [-0.648, 2.834, -0.184], [-1.304, 1.543, -1.563], [0.642, 1.938, 1.089], [-0.036, 4.151, -0.804], [1.262, 4.374, -1.441], [2.260, 4.830, -0.395], [1.745, 3.179, -2.235], [-1.156, 5.682, 2.928], [-0.013, 5.074, 1.728], [-0.706, 3.972, 2.930], [-2.963, 4.317, 1.978], [-1.557, 6.041, -0.112], [-2.708, 6.612, 1.108], [-3.249, 5.523, -0.180], [1.044, 5.197, -2.122], [2.476, 4.024, 0.307], [1.886, 5.692, 0.156], [3.189, 5.118, -0.889], [1.981, 2.338, -1.581], [2.659, 3.467, -2.756], [1.009, 2.860, -2.971], [-1.590, -1.618, -0.276], [-2.859, -1.660, 0.701], [-4.081, -0.522, 0.097], [-4.140, 0.706, 0.736], [-4.968, 1.693, 0.219], [-5.715, 1.440, -0.920], [-5.645, 0.202, -1.552], [-4.824, -0.790, -1.047], [-3.672, -3.228, 0.461], [-3.027, -4.229, -0.242], [-3.657, -5.462, -0.378], [-4.899, -5.676, 0.195], [-5.526, -4.663, 0.912], [-4.915, -3.430, 1.052], [-1.885, -1.724, -1.248], [-3.538, 0.900, 1.616], [-5.018, 2.659, 0.701], [-6.358, 2.211, -1.323], [-6.232, 0.011, -2.441], [-4.770, -1.757, -1.532], [-2.048, -4.055, -0.668], [-3.170, -6.255, -0.931], [-5.383, -6.637, 0.088], [-6.495, -4.835, 1.362], [-5.402, -2.633, 1.601]],
  "mulliken_charge": [1.076, -0.273, 0.586, 0.206, -0.277, 0.237, -0.378, 0.192, 0.448, 0.457, -0.091, -0.789, -0.572, -0.544, -0.451, 0.893, -0.711, -0.716, -0.687, -0.725, -0.950, 0.000, 0.090, 0.086, -0.297, 0.437, 0.423, 0.401, 0.467, 0.320, 0.446, 0.463, 0.460, 0.434, 0.538, -1.312, 0.652, -1.261, 0.000, 0.522, -0.595, -0.462, -0.277, 0.435, -1.221, -1.034, 0.502, 0.173, 0.280, 0.324, 0.186, 0.458, 0.314, 0.258, 0.157, 0.346, 0.473, -0.075, 0.607, 0.332, -0.473, 0.323, 0.485, -0.395, -0.494, -0.534, -0.775, -0.413, 0.401, -0.125, -0.676, -0.470, -0.678, -0.468, 0.261, 0.406, 0.407, 0.421, 0.423, 0.439, 0.286, 0.419, 0.404, 0.406, 0.439],
  "de_lowest_kj_mol": 0.0,
  "charge": 1,
  "spin_multiplicity": 1,
  "orbital_gap_ev": 8.93,
  "lumo_energy_ev": -2.15
}

Entry 2:
{
  "formula": "C36H35FN2O5",
  "method": "ωB97M-V with the def2-TZVPD basis set",
  "symbols": ["F", "C", "C", "C", "C", "C", "C", "C", "C", "C", "C", "C", "C", "C", "C", "C", "C", "C", "N", "C", "C", "C", "N", "C", "C", "H", "H", "H", "H", "H", "H", "H", "H", "H", "H", "H", "H", "H", "H", "H", "H", "H", "H", "H", "H", "H", "C", "O", "C", "C", "C", "C", "C", "C", "C", "O", "O", "C", "C", "C", "O", "C", "O", "C", "C", "H", "H", "H", "H", "H", "H", "H", "H", "H", "H", "H", "H", "H", "H"],
  "coordinates": [[-1.845, 2.293, -1.182], [-2.437, 1.583, -0.105], [-3.118, 2.599, 0.815], [-3.219, 3.944, 0.461], [-3.623, 4.881, 1.414], [-3.927, 4.460, 2.714], [-3.930, 3.095, 3.032], [-3.548, 2.155, 2.070], [-3.364, 0.530, -0.696], [-4.723, 0.490, -0.385], [-5.529, -0.531, -0.909], [-4.981, -1.462, -1.795], [-3.635, -1.371, -2.164], [-2.831, -0.356, -1.641], [-1.222, 0.960, 0.647], [-0.415, 2.041, 1.378], [-0.188, 1.569, 2.807], [-0.704, 0.135, 2.863], [-1.557, -0.071, 1.653], [-1.548, -1.407, 1.166], [-0.325, -1.941, 0.727], [-0.356, -2.983, -0.191], [-1.506, -3.488, -0.620], [-2.613, -3.254, 0.103], [-2.709, -2.177, 0.998], [-2.969, 4.258, -0.554], [-3.688, 5.937, 1.141], [-4.186, 5.196, 3.478], [-4.224, 2.752, 4.028], [-3.544, 1.082, 2.280], [-5.157, 1.244, 0.274], [-6.578, -0.598, -0.612], [-5.595, -2.271, -2.201], [-3.182, -2.104, -2.838], [-1.793, -0.232, -1.959], [-0.574, 0.475, -0.114], [0.550, 2.088, 0.862], [-0.843, 3.048, 1.315], [0.890, 1.585, 3.031], [-0.689, 2.212, 3.542], [0.167, -0.539, 2.848], [-1.283, -0.096, 3.769], [0.614, -1.492, 1.043], [0.572, -3.403, -0.578], [-3.477, -3.905, -0.075], [-3.639, -1.866, 1.476], [5.873, -5.655, -0.907], [4.742, -5.477, -1.795], [4.044, -4.310, -1.761], [2.800, -4.300, -2.438], [2.052, -3.149, -2.473], [2.406, -2.002, -1.702], [1.531, -0.856, -1.648], [1.854, 0.343, -1.018], [1.464, 1.624, -1.667], [0.727, 1.657, -2.630], [1.956, 2.790, -1.105], [3.137, 2.657, -0.276], [4.363, 2.238, -1.068], [3.376, 3.968, 0.461], [2.855, 1.668, 0.767], [2.321, 0.471, 0.370], [2.193, -0.399, 1.220], [3.672, -2.018, -1.059], [4.492, -3.135, -1.108], [6.153, -6.705, -1.024], [6.715, -5.011, -1.209], [5.577, -5.458, 0.135], [2.454, -5.215, -2.915], [1.137, -3.112, -3.066], [0.731, -0.773, -2.383], [4.242, 1.254, -1.540], [4.563, 2.990, -1.844], [5.230, 2.210, -0.392], [2.512, 4.232, 1.074], [4.250, 3.864, 1.112], [3.562, 4.772, -0.256], [4.010, -1.127, -0.522], [5.484, -3.103, -0.648]],
  "mulliken_charge": [-0.522, 2.670, -0.891, -0.148, -0.766, -0.539, -0.979, 0.123, -0.730, -0.224, -0.923, -0.532, -0.671, 0.000, 0.491, -0.556, -0.954, -0.858, 0.279, 0.119, 0.013, -1.182, -0.639, -0.701, -0.137, 0.397, 0.403, 0.386, 0.400, 0.436, 0.452, 0.398, 0.391, 0.319, 0.412, -0.069, -0.412, 0.741, 0.473, 0.329, 0.437, 0.418, 0.636, 0.717, 0.367, 0.441, -0.808, -0.449, 0.731, -0.490, -0.489, 0.421, -0.471, 1.377, -0.095, -0.670, -0.312, 1.713, -1.397, -1.783, -0.348, 0.183, -0.712, -0.492, -0.670, 0.249, 0.305, 0.358, 0.442, 0.369, 0.360, 0.222, 0.399, 0.387, 0.401, 0.356, 0.394, 0.308, 0.394],
  "smiles": "FC(c1ccccc1)(c1ccccc1)[C@H]1CCCN1c1ccncc1.COc1ccc(C=C2C(=O)OC(C)(C)OC2=O)cc1",
  "charge": 0,
  "spin_multiplicity": 1,
  "orbital_gap_ev": 7.04,
  "lumo_energy_ev": -1.33
}

Entry 3:
{
  "formula": "C36H35FN5O3V",
  "method": "ωB97M-V with the def2-TZVPD basis set",
  "symbols": ["V", "O", "C", "C", "C", "C", "C", "C", "N", "H", "H", "H", "H", "H", "H", "H", "C", "C", "C", "C", "C", "C", "C", "C", "C", "C", "C", "C", "N", "C", "C", "C", "C", "C", "C", "F", "H", "H", "H", "H", "H", "H", "H", "H", "H", "H", "H", "H", "H", "H", "H", "H", "H", "H", "H", "H", "H", "O", "N", "O", "C", "C", "C", "C", "C", "C", "N", "C", "C", "N", "C", "C", "C", "C", "H", "H", "H", "H", "H", "H", "H"],
  "coordinates": [[0.064, -0.514, 0.104], [1.786, -0.292, 1.577], [1.561, 0.783, 2.484], [0.260, 1.485, 2.177], [-0.153, 2.553, 2.959], [-1.384, 3.137, 2.717], [-2.177, 2.613, 1.703], [-1.694, 1.560, 0.961], [-0.487, 1.007, 1.170], [2.681, -0.247, 1.210], [2.377, 1.505, 2.461], [1.518, 0.386, 3.504], [0.489, 2.912, 3.753], [-1.723, 3.973, 3.314], [-3.157, 3.018, 1.493], [-2.277, 1.131, 0.156], [1.392, -3.911, 0.227], [1.556, -3.103, -1.066], [1.619, -4.029, -2.283], [2.759, -2.182, -1.009], [4.022, -2.753, -0.897], [5.162, -1.975, -0.910], [5.046, -0.603, -1.045], [3.808, 0.018, -1.162], [3.781, 1.533, -1.289], [4.803, 2.048, -2.307], [4.004, 2.200, 0.074], [2.634, -0.780, -1.133], [1.348, -0.162, -1.242], [1.142, 0.460, -2.477], [1.698, -0.025, -3.674], [1.489, 0.610, -4.887], [0.720, 1.762, -4.961], [0.154, 2.273, -3.802], [0.364, 1.618, -2.611], [-0.191, 2.133, -1.484], [0.495, -4.534, 0.174], [1.315, -3.250, 1.095], [2.245, -4.572, 0.381], [0.673, -2.480, -1.194], [2.446, -4.735, -2.193], [1.761, -3.456, -3.200], [0.695, -4.604, -2.376], [4.112, -3.831, -0.820], [6.139, -2.433, -0.830], [5.942, 0.006, -1.061], [2.805, 1.851, -1.636], [5.823, 1.991, -1.922], [4.594, 3.094, -2.537], [4.751, 1.479, -3.237], [4.869, 1.777, 0.589], [3.115, 2.081, 0.697], [4.170, 3.271, -0.051], [2.318, -0.911, -3.625], [1.935, 0.199, -5.783], [0.565, 2.264, -5.906], [-0.432, 3.184, -3.814], [-4.170, -6.456, -0.787], [-3.500, -5.664, -1.416], [-3.240, -5.767, -2.598], [-2.942, -4.521, -0.684], [-2.857, -4.654, 0.662], [-2.247, -3.657, 1.465], [-2.166, -3.721, 2.866], [-1.547, -2.694, 3.538], [-0.966, -1.651, 2.818], [-1.000, -1.575, 1.493], [-1.679, -2.541, 0.830], [-1.857, -2.347, -0.576], [-1.394, -1.165, -1.081], [-1.685, -0.885, -2.348], [-2.352, -1.773, -3.182], [-2.746, -3.002, -2.711], [-2.507, -3.322, -1.360], [-3.249, -5.553, 1.118], [-2.592, -4.561, 3.399], [-1.496, -2.694, 4.617], [-0.452, -0.854, 3.338], [-1.359, 0.074, -2.722], [-2.554, -1.487, -4.205], [-3.242, -3.703, -3.359]],
  "lowdin_spin": [2.502, 0.019, 0.006, 0.030, -0.004, 0.033, -0.002, 0.037, 0.012, 0.001, 0.001, 0.001, -0.001, 0.002, -0.001, 0.004, 0.004, 0.008, 0.001, 0.002, 0.001, -0.001, 0.001, 0.001, 0.000, 0.000, 0.000, 0.008, 0.023, 0.012, 0.003, 0.000, 0.003, 0.000, 0.004, 0.011, 0.000, 0.002, 0.000, 0.005, 0.000, 0.000, 0.000, 0.000, 0.000, 0.000, 0.000, 0.000, 0.000, 0.000, 0.000, 0.000, 0.000, 0.000, 0.000, 0.000, 0.000, 0.000, 0.000, 0.000, -0.004, -0.002, 0.004, 0.044, 0.000, 0.047, 0.017, 0.033, 0.028, 0.012, 0.040, 0.002, 0.034, 0.006, 0.000, 0.002, -0.001, 0.003, 0.002, -0.001, 0.002],
  "de_lowest_kj_mol": 57.2,
  "charge": 1,
  "spin_multiplicity": 4,
  "orbital_gap_ev": [5.30, 6.15],
  "lumo_energy_ev": [-3.86, -3.78]
}

It is found that the E_tot values, taken in the order of the records, are -180925.2839; -53834.1385; -79892.5089 eV.
It is found that the M values, taken in the order of the records, are 852.03; 594.68; 655.65 g/mol.